# 1
DFT (the ωB97M-V functional and the def2-TZVPD basis) results for C21H61FeN6O10 as an isolated structure in a non-equilibrium geometry.

Last column: Mulliken spin population.
Atoms and positions in Å:
Fe1 -0.82048 0.73832 3.41074  5.19
C1 -0.76151 -0.55022 -0.75083  0.02
C2 0.11979 -0.77399 0.53135  0.01
C3 1.53201 -0.04790 0.53400  0.03
O1 -0.71894 -0.37176 1.57274  -0.16
H1 -0.23131 -0.78594 -1.67356  0.00
H2 -1.03731 0.50249 -0.81277  0.00
H3 -1.65991 -1.14681 -0.59255  0.00
H4 0.29109 -1.84845 0.46579  0.01
H5 2.04359 -0.33501 1.45267  0.01
H6 1.49317 1.04141 0.53325  -0.02
H7 2.22815 -0.47715 -0.18657  0.00
C4 1.62758 2.86165 2.81146  0.02
O2 0.68938 2.15752 2.71045  -0.05
N1 2.28062 3.39369 1.88512  0.00
N2 2.09603 3.20901 3.98483  0.01
H8 2.09662 3.13767 0.92559  0.00
H9 3.06446 4.00444 2.06588  0.00
H10 2.87647 3.83836 4.10701  0.00
H11 1.74675 2.75156 4.81479  0.01
C5 -0.11898 3.33434 -2.05343  0.00
O3 0.83469 2.86507 -2.68950  0.00
N3 -0.42586 3.01558 -0.78269  -0.01
N4 -0.86609 4.35820 -2.41957  0.00
H12 0.01583 2.22075 -0.34307  0.00
H13 -1.22252 3.39121 -0.28838  0.00
H14 -1.62929 4.65663 -1.82918  0.00
H15 -0.84432 4.65693 -3.38414  0.00
C6 -2.71024 2.73507 1.73185  0.02
O4 -2.35520 1.99855 2.63361  -0.09
N5 -3.07343 2.26976 0.58089  0.00
N6 -3.06293 3.94928 1.78510  0.00
H16 -3.16783 1.28054 0.40025  0.00
H17 -3.59083 2.86179 -0.05306  0.00
H18 -3.10396 4.42344 2.67594  0.00
H19 -3.40494 4.37980 0.93788  0.00
C7 5.56564 -0.58187 1.37401  0.00
C8 5.97303 -1.75880 2.15698  0.00
O5 5.09184 -2.08777 3.20040  0.00
H20 5.64503 0.38365 1.87357  0.00
H21 4.51886 -0.67313 1.08413  0.00
H22 6.04675 -0.50457 0.39900  0.00
H23 7.02307 -1.68001 2.43859  0.00
H24 6.06805 -2.59118 1.45970  0.00
H25 5.41740 -2.85465 3.67737  0.00
C9 0.75879 -5.16072 4.10879  0.00
C10 0.55407 -4.19304 2.94604  0.00
O6 -0.37641 -3.11921 3.30042  0.00
H26 -0.09138 -5.08607 4.78684  0.00
H27 1.65858 -4.99006 4.69985  0.00
H28 0.84323 -6.19832 3.78577  0.00
H29 0.11561 -4.81919 2.16900  0.00
H30 1.54982 -3.85886 2.65464  0.00
H31 -0.34620 -2.44322 2.61945  0.01
C11 -4.64424 0.62369 -2.75216  0.00
C12 -3.60290 1.69930 -3.03214  0.00
O7 -3.87708 2.27339 -4.28417  0.00
H32 -5.58544 1.02224 -3.13083  0.00
H33 -4.71030 0.32960 -1.70466  0.00
H34 -4.43112 -0.29742 -3.29459  0.00
H35 -2.61191 1.24941 -2.97185  0.00
H36 -3.53729 2.44889 -2.24352  0.00
H37 -3.04805 2.16074 -4.75493  0.00
C13 5.22153 3.11291 -0.21144  0.00
C14 4.17900 2.86015 -1.32423  0.00
C15 4.46171 1.41503 -1.98115  0.00
O8 2.87417 2.90560 -0.78206  0.00
H38 4.92242 3.97235 0.38856  0.00
H39 6.07580 3.57667 -0.70464  0.00
H40 5.36626 2.29979 0.49988  0.00
H41 4.28690 3.63249 -2.08578  0.00
H42 4.39254 0.62493 -1.23344  0.00
H43 5.44958 1.25000 -2.41125  0.00
H44 3.68554 1.25974 -2.73051  0.00
H45 2.23118 2.92133 -1.49475  0.00
C16 -5.69584 -1.77720 2.00813  0.00
C17 -4.41216 -2.04797 1.30649  0.00
C18 -4.49917 -2.84876 -0.03477  0.00
O9 -3.82756 -0.72367 1.10595  -0.01
H46 -6.18821 -2.71360 2.27049  0.00
H47 -6.31514 -1.07300 1.45257  0.00
H48 -5.48036 -1.40442 3.00948  0.00
H49 -3.73667 -2.69719 1.86355  0.00
H50 -5.04852 -2.27262 -0.77933  0.00
H51 -5.11487 -3.73043 0.14319  0.00
H52 -3.50018 -3.07501 -0.40750  0.00
H53 -2.87540 -0.81875 1.02878  0.00
C19 0.36557 -3.78167 -3.00029  0.00
C20 -0.63666 -3.35758 -4.00962  0.00
C21 -1.64978 -2.32921 -3.55697  0.00
O10 -0.02768 -2.82604 -5.17724  0.00
H54 -0.22141 -4.06030 -2.12512  0.00
H55 0.92901 -2.87693 -2.77210  0.00
H56 1.10063 -4.53227 -3.29079  0.00
H57 -1.20793 -4.25317 -4.25390  0.00
H58 -2.03224 -2.53307 -2.55683  0.00
H59 -2.51109 -2.31650 -4.22487  0.00
H60 -1.30028 -1.29717 -3.58599  0.00
H61 0.54152 -3.47322 -5.60006  0.00

- energy (a.u.) = -3181.2791
- 2S+1 = 6
- <S²> = 8.756



# 2
DFT (the ωB97M-V functional and the def2-TZVPD basis) results for a 10-piece molecular cluster, C21H62O10 overall in a non-equilibrium geometry.

Last column: Mulliken charge in e.
Atoms and positions in Å:
C1 -0.90657 0.54196 0.56320  -0.42
C2 0.32587 0.96894 -0.19039  0.61
C3 1.53845 0.99458 0.76810  -1.26
O1 0.56262 0.08212 -1.31359  1.15
H1 -0.82718 -0.51250 0.85548  -0.16
H2 -1.74186 0.59456 -0.15106  -0.23
H3 -1.10999 1.16005 1.44105  0.53
H4 0.08124 1.88746 -0.66792  -0.01
H5 2.41892 1.46001 0.26263  0.41
H6 1.81414 -0.03818 1.03523  0.29
H7 1.23010 1.55723 1.66937  -0.07
H8 0.11119 0.49471 -2.07467  -0.38
C4 -0.36353 2.82075 4.16469  -0.71
C5 0.69862 3.80303 3.65251  -0.31
O2 0.37513 4.19788 2.34169  -0.47
H9 -0.28300 1.85576 3.65152  -0.08
H10 -1.34028 3.22790 4.08424  0.36
H11 -0.19150 2.74792 5.26326  0.37
H12 1.73512 3.38147 3.64519  0.19
H13 0.65197 4.62396 4.35087  0.45
H14 0.85480 5.01997 2.20797  0.28
C6 -1.79798 -2.16827 -2.12633  -0.73
C7 -0.76604 -3.06369 -1.32570  -0.03
O3 0.61245 -2.78798 -1.53968  -0.59
H15 -1.74015 -1.07622 -1.84412  -0.17
H16 -2.74461 -2.59842 -1.93104  0.64
H17 -1.61808 -2.32620 -3.20726  0.21
H18 -0.87415 -4.06734 -1.77777  0.46
H19 -1.03536 -3.12139 -0.24864  -0.29
H20 0.77359 -1.90250 -1.16656  0.07
C8 -0.44925 -3.56101 2.69982  -0.42
C9 -0.55219 -3.81771 4.18126  -0.44
O4 0.41873 -2.95351 4.84966  -0.52
H21 -0.91407 -2.61078 2.50429  -0.45
H22 -1.05904 -4.33954 2.21485  0.43
H23 0.53987 -3.72386 2.26549  0.43
H24 -0.32816 -4.86078 4.41124  0.35
H25 -1.49121 -3.53981 4.58220  0.30
H26 0.32391 -3.07641 5.81086  0.23
C10 4.03928 0.08612 3.16848  -0.91
C11 3.22790 -0.94408 3.85351  -0.16
O5 1.85074 -0.61613 3.67956  -0.30
H27 5.11854 -0.13814 3.21020  0.38
H28 3.95135 1.06073 3.65869  0.22
H29 3.78447 0.20832 2.13703  0.10
H30 3.38814 -0.94039 4.93509  0.33
H31 3.31656 -1.98781 3.43713  0.29
H32 1.37225 -1.32029 4.08830  0.15
C12 1.38765 4.03261 -2.96770  -0.99
C13 2.64527 3.16586 -3.00684  0.05
O6 2.47580 2.08092 -3.90619  -0.63
H33 1.53928 4.84771 -2.27040  0.40
H34 0.44754 3.51295 -2.61798  0.10
H35 1.20417 4.45704 -3.98564  0.30
H36 2.85237 2.81360 -1.94435  -0.04
H37 3.51958 3.80429 -3.26750  0.35
H38 2.77408 1.23003 -3.49998  0.60
C14 -3.54901 -1.26315 1.84505  -0.43
C15 -3.06004 -1.16554 3.25005  -0.02
O7 -3.58253 -2.22141 4.07725  -0.52
H39 -4.58187 -1.46112 1.85786  0.51
H40 -3.02644 -2.03010 1.27998  -0.03
H41 -3.33704 -0.28501 1.42061  0.02
H42 -3.37601 -0.18060 3.64190  0.44
H43 -1.97533 -1.18802 3.28488  -0.18
H44 -4.43375 -1.88180 4.40369  0.32
C16 -0.19898 -0.77197 -5.45902  -1.05
C17 -0.99074 0.44026 -4.93373  -0.33
O8 -0.31816 1.04218 -3.78923  -0.32
H45 -0.13457 -1.58409 -4.70354  0.06
H46 0.80238 -0.48045 -5.70612  0.35
H47 -0.58449 -1.26533 -6.33319  0.47
H48 -1.94115 0.05051 -4.56514  0.17
H49 -1.19885 1.12202 -5.73689  0.42
H50 0.53643 1.46732 -4.11717  0.16
C18 -4.18493 1.26543 -2.35481  -0.60
C19 -4.09720 2.51915 -1.55095  -0.18
O9 -5.00593 2.29329 -0.42961  -0.56
H51 -5.16227 1.19420 -2.73758  0.48
H52 -3.92491 0.36954 -1.75634  0.04
H53 -3.36794 1.24587 -3.14454  -0.01
H54 -4.40496 3.35394 -2.16293  0.38
H55 -3.12234 2.67244 -1.15354  0.18
H56 -4.98161 3.03841 0.19130  0.29
C20 3.87000 -2.54255 -2.03824  -1.06
C21 3.45582 -1.67306 -3.21069  -0.28
O10 2.95824 -0.32115 -2.88020  -0.50
H57 2.99683 -2.77823 -1.44242  0.21
H58 4.61970 -2.03635 -1.43734  0.32
H59 4.16558 -3.49382 -2.45814  0.37
H60 2.65697 -2.17179 -3.75485  0.18
H61 4.28706 -1.39511 -3.86407  0.45
H62 2.36455 -0.51142 -2.14571  0.03

- SMILES = CC(C)O.CCO.CCO.CCO.CCO.CCO.CCO.CCO.CCO.CCO
- relative energy (zero: lowest compared OMol25 entry of this formula, charge and spin) (kcal/mol) = 58.38